(1)
{"formula": "C40H67N18O2P", "method": "ωB97M-V with the def2-TZVPD basis set", "largest_force_ev_per_a": 2.7, "e_tot_ha": -3041.42736, "spin_multiplicity": 1, "elements": ["C", "C", "O", "C", "C", "O", "P", "H", "H", "H", "H", "H", "H", "H", "H", "H", "H", "H", "H", "H", "C", "C", "N", "H", "H", "H", "C", "C", "N", "H", "H", "H", "C", "C", "N", "H", "H", "H", "C", "C", "N", "H", "H", "H", "C", "C", "N", "H", "H", "H", "C", "C", "N", "H", "H", "H", "C", "C", "N", "H", "H", "H", "C", "C", "N", "H", "H", "H", "C", "C", "N", "H", "H", "H", "C", "C", "N", "H", "H", "H", "C", "C", "N", "H", "H", "H", "C", "C", "N", "H", "H", "H", "C", "C", "N", "H", "H", "H", "C", "C", "N", "H", "H", "H", "C", "C", "N", "H", "H", "H", "C", "C", "N", "H", "H", "H", "C", "C", "N", "H", "H", "H", "C", "C", "N", "H", "H", "H"], "xyz": [[-0.722, -0.583, -1.125], [-1.115, 0.980, -1.490], [-2.596, 1.059, -1.504], [-3.111, 1.732, -0.295], [-4.741, 2.055, -0.476], [-5.603, 0.915, -0.127], [-5.659, -0.291, -1.379], [-0.829, -1.211, -2.132], [-1.505, -0.950, -0.331], [0.377, -0.652, -0.696], [-0.736, 1.155, -2.608], [-0.604, 1.775, -0.792], [-2.600, 2.794, -0.102], [-2.955, 1.125, 0.697], [-4.989, 2.562, -1.511], [-4.964, 2.895, 0.343], [-5.096, 0.569, -2.387], [-4.787, -1.135, -0.590], [-7.124, -0.372, -1.349], [-5.680, -1.359, -2.380], [1.706, 3.310, -4.348], [1.615, 2.918, -2.931], [1.543, 2.609, -1.812], [1.792, 4.395, -4.462], [2.579, 2.863, -4.836], [0.823, 2.994, -4.912], [1.312, -3.898, -1.062], [1.508, -3.211, -2.349], [1.663, -2.668, -3.367], [1.118, -3.188, -0.250], [0.463, -4.589, -1.097], [2.193, -4.482, -0.777], [3.206, -5.419, -5.866], [3.115, -5.811, -4.450], [3.043, -6.120, -3.331], [3.292, -4.333, -5.981], [4.079, -5.866, -6.354], [2.323, -5.735, -6.431], [-0.729, 0.346, 2.999], [0.203, -0.725, 2.609], [0.939, -1.572, 2.300], [-1.641, -0.057, 3.453], [-0.279, 1.027, 3.729], [-1.035, 0.949, 2.139], [-2.599, -4.827, -0.983], [-2.369, -3.720, -0.040], [-2.187, -2.845, 0.705], [-2.349, -4.542, -2.010], [-1.992, -5.704, -0.734], [-3.646, -5.148, -0.982], [-2.429, 4.754, 2.603], [-2.719, 3.318, 2.746], [-2.948, 2.183, 2.859], [-1.700, 4.943, 1.808], [-3.330, 5.327, 2.358], [-2.017, 5.177, 3.526], [-2.683, 7.125, 6.422], [-3.113, 7.119, 5.014], [-3.452, 7.115, 3.901], [-3.156, 7.935, 6.987], [-2.939, 6.187, 6.927], [-1.600, 7.256, 6.514], [2.255, -3.638, 4.345], [3.236, -3.758, 5.437], [4.011, -3.854, 6.299], [1.230, -3.579, 4.727], [2.428, -2.739, 3.743], [2.298, -4.495, 3.666], [1.706, -3.937, 8.844], [1.615, -4.329, 10.261], [1.543, -4.638, 11.380], [1.792, -2.851, 8.730], [2.579, -4.384, 8.356], [0.823, -4.253, 8.280], [1.865, 5.408, 2.469], [1.290, 4.162, 3.003], [0.835, 3.178, 3.425], [2.881, 5.576, 2.841], [1.919, 5.392, 1.375], [1.268, 6.282, 2.750], [3.271, -1.805, -8.548], [2.981, -3.241, -8.405], [2.752, -4.376, -8.293], [4.000, -1.616, -9.343], [2.370, -1.232, -8.793], [3.683, -1.382, -7.625], [5.812, -2.919, -5.400], [6.008, -2.232, -6.688], [6.163, -1.689, -7.705], [5.618, -2.210, -4.589], [4.963, -3.610, -5.435], [6.693, -3.504, -5.116], [-6.635, -3.811, 0.406], [-5.990, -3.966, -0.908], [-5.480, -4.088, -1.947], [-7.049, -4.758, 0.768], [-5.929, -3.456, 1.164], [-7.459, -3.091, 0.370], [-5.415, 5.757, -0.946], [-4.024, 6.152, -0.671], [-2.924, 6.464, -0.453], [-5.594, 5.626, -2.019], [-5.672, 4.811, -0.457], [-6.127, 6.509, -0.590], [5.081, 6.829, 5.531], [4.652, 6.824, 4.122], [4.312, 6.819, 3.009], [4.608, 7.639, 6.095], [4.825, 5.891, 6.035], [6.165, 6.960, 5.623], [-11.035, -5.063, 1.021], [-9.888, -4.233, 1.423], [-8.981, -3.576, 1.741], [-11.937, -4.809, 1.588], [-11.274, -4.937, -0.040], [-10.840, -6.129, 1.184], [5.744, 6.047, -0.099], [7.022, 5.935, -0.821], [8.032, 5.848, -1.392], [5.156, 6.902, -0.447], [5.125, 5.153, -0.231], [5.898, 6.177, 0.978], [9.082, -5.439, -3.575], [8.413, -5.425, -4.886], [7.884, -5.413, -5.922], [8.502, -5.993, -2.830], [10.070, -5.908, -3.630], [9.227, -4.426, -3.183]]}



(2)
{"formula": "C40H68FIN2O2SbSi3Zr", "method": "ωB97M-V with the def2-TZVPD basis set", "largest_force_ev_per_a": 2.8, "e_tot_ha": -3378.33962, "e_above_lowest_ev": 0.9915, "total_charge": 1, "spin_multiplicity": 1, "elements": ["Zr", "C", "C", "C", "C", "C", "C", "C", "C", "C", "C", "C", "C", "C", "C", "C", "C", "C", "H", "H", "H", "H", "H", "H", "H", "H", "H", "H", "H", "H", "H", "H", "H", "H", "H", "H", "H", "H", "H", "H", "H", "H", "H", "H", "H", "H", "H", "C", "C", "N", "C", "C", "C", "O", "C", "C", "N", "C", "C", "C", "C", "C", "C", "I", "C", "O", "H", "H", "H", "H", "H", "H", "H", "H", "H", "H", "H", "H", "F", "C", "Si", "C", "C", "Sb", "Si", "C", "C", "C", "Si", "C", "C", "C", "H", "H", "H", "H", "H", "H", "H", "H", "H", "H", "H", "H", "H", "H", "H", "H", "H", "H", "H", "H", "H", "H", "H", "H", "H", "H", "H"], "xyz": [[0.170, -0.350, -0.567], [1.290, -2.566, -0.382], [2.375, -1.644, -0.512], [2.374, -0.826, 0.667], [1.250, -1.237, 1.447], [0.627, -2.357, 0.845], [-0.310, -3.295, 1.586], [-1.567, -2.555, 2.063], [-0.706, -4.497, 0.721], [0.439, -3.832, 2.820], [3.437, 0.038, 1.352], [4.506, -0.881, 1.972], [4.106, 1.081, 0.451], [2.802, 0.792, 2.534], [3.351, -1.740, -1.686], [4.779, -2.102, -1.248], [2.917, -2.839, -2.675], [3.370, -0.430, -2.483], [1.116, -3.410, -1.035], [1.071, -0.930, 2.466], [-2.047, -2.026, 1.242], [-1.327, -1.839, 2.845], [-2.278, -3.267, 2.479], [-1.145, -4.187, -0.224], [-1.435, -5.110, 1.248], [0.163, -5.117, 0.513], [0.698, -3.032, 3.509], [1.360, -4.326, 2.517], [-0.186, -4.550, 3.343], [5.115, -1.371, 1.224], [4.035, -1.652, 2.577], [5.164, -0.294, 2.610], [4.751, 0.618, -0.288], [4.737, 1.740, 1.044], [3.355, 1.686, -0.056], [2.598, 0.116, 3.358], [1.879, 1.295, 2.236], [3.499, 1.537, 2.913], [4.773, -2.926, -0.540], [5.292, -1.256, -0.805], [5.355, -2.408, -2.119], [2.993, -3.831, -2.235], [3.576, -2.813, -3.541], [1.899, -2.681, -3.035], [3.470, 0.440, -1.845], [2.434, -0.344, -3.027], [4.193, -0.433, -3.195], [-3.949, -2.784, -0.544], [-2.906, -3.139, -1.555], [-3.106, -4.212, -2.276], [-2.241, -4.561, -3.220], [-1.193, -3.759, -3.617], [-0.302, -4.174, -4.761], [-0.811, -5.226, -5.524], [-0.966, -2.560, -2.893], [-0.308, -1.444, -3.488], [0.005, -0.359, -2.853], [0.066, 0.863, -3.565], [1.052, 1.241, -4.469], [1.007, 2.492, -5.065], [-0.025, 3.373, -4.797], [-1.054, 2.989, -3.955], [-0.996, 1.746, -3.357], [-2.621, 1.004, -2.250], [-1.735, -2.329, -1.707], [-1.462, -1.381, -0.859], [-3.827, -3.394, 0.351], [-3.891, -1.729, -0.281], [-4.927, -3.012, -0.960], [-2.440, -5.497, -3.720], [-0.061, -3.306, -5.396], [0.650, -4.543, -4.356], [-1.576, -4.927, -6.029], [-0.262, -1.446, -4.585], [1.856, 0.567, -4.717], [1.785, 2.779, -5.756], [-0.054, 4.340, -5.273], [-1.902, 3.636, -3.787], [1.055, 1.242, -1.036], [-3.236, 4.176, -0.514], [-3.364, 2.952, 0.963], [-4.784, 1.691, 0.711], [-3.832, 4.045, 2.464], [-1.047, 1.548, 1.245], [-1.514, 1.133, 3.834], [-0.199, 0.046, 4.706], [-3.200, 0.235, 3.913], [-1.522, 2.761, 4.821], [0.345, 3.887, 1.101], [2.012, 3.942, 2.045], [-0.617, 5.359, 1.868], [0.658, 4.214, -0.762], [-4.227, 4.542, -0.764], [-2.833, 3.716, -1.408], [-2.618, 5.037, -0.281], [-5.642, 2.172, 0.252], [-5.111, 1.280, 1.660], [-4.495, 0.867, 0.062], [-4.324, 4.945, 2.108], [-2.974, 4.347, 3.048], [-4.526, 3.534, 3.123], [-0.099, -0.944, 4.277], [-0.476, -0.094, 5.746], [0.776, 0.521, 4.697], [-3.438, -0.266, 2.979], [-3.998, 0.936, 4.131], [-3.211, -0.516, 4.696], [-0.904, 3.515, 4.346], [-1.130, 2.597, 5.819], [-2.521, 3.163, 4.931], [1.926, 3.537, 3.048], [2.333, 4.975, 2.144], [2.800, 3.408, 1.527], [-0.687, 5.256, 2.944], [-1.618, 5.487, 1.483], [-0.070, 6.277, 1.675], [1.420, 3.545, -1.147], [1.006, 5.231, -0.921], [-0.242, 4.069, -1.355]]}



(3)
{"formula": "C40H68FNO4", "method": "ωB97M-V with the def2-TZVPD basis set", "largest_force_ev_per_a": 3.2, "e_tot_ha": -2020.39589, "smiles": "CCCCCCCCCCCCCCCCCCc1cc(CC(C)C)c2c(c1)C(=O)N([C@@H](C)F)C2=O.C1CCOC1.C1CCOC1", "spin_multiplicity": 1, "elements": ["C", "C", "C", "C", "C", "C", "C", "C", "C", "C", "C", "C", "C", "C", "C", "C", "C", "C", "C", "C", "C", "C", "C", "C", "C", "C", "C", "C", "C", "O", "N", "C", "C", "F", "C", "O", "H", "H", "H", "H", "H", "H", "H", "H", "H", "H", "H", "H", "H", "H", "H", "H", "H", "H", "H", "H", "H", "H", "H", "H", "H", "H", "H", "H", "H", "H", "H", "H", "H", "H", "H", "H", "H", "H", "H", "H", "H", "H", "H", "H", "H", "H", "H", "H", "H", "H", "H", "H", "C", "C", "C", "O", "C", "H", "H", "H", "H", "H", "H", "H", "H", "C", "C", "C", "O", "C", "H", "H", "H", "H", "H", "H", "H", "H"], "xyz": [[-6.419, 0.071, -2.633], [-6.586, 1.101, -3.824], [-5.223, 1.664, -4.387], [-4.158, 2.027, -3.286], [-4.543, 3.400, -2.607], [-4.094, 3.532, -1.107], [-2.533, 3.568, -0.884], [-1.781, 4.738, -1.626], [-1.506, 6.029, -0.733], [-0.670, 5.758, 0.581], [0.879, 6.003, 0.365], [1.798, 4.789, 0.815], [1.309, 3.379, 0.280], [1.276, 2.332, 1.491], [-0.072, 2.382, 2.301], [0.002, 1.331, 3.485], [-1.228, 0.349, 3.582], [-1.648, -0.335, 2.229], [-0.945, -1.694, 1.930], [0.370, -1.988, 2.500], [1.146, -3.215, 2.256], [2.558, -3.402, 2.895], [3.551, -2.168, 2.628], [3.594, -1.162, 3.841], [3.290, -1.457, 1.248], [0.546, -4.231, 1.408], [-0.795, -3.960, 0.846], [-1.544, -2.751, 1.074], [-1.137, -5.260, 0.054], [-2.257, -5.512, -0.304], [0.080, -5.992, -0.040], [0.579, -6.418, -1.352], [-0.272, -5.954, -2.572], [1.918, -5.983, -1.592], [1.072, -5.619, 0.959], [2.039, -6.233, 1.297], [-5.519, -0.569, -2.823], [-7.316, -0.603, -2.536], [-6.312, 0.665, -1.680], [-7.113, 0.550, -4.656], [-7.261, 1.947, -3.505], [-4.810, 0.898, -5.108], [-5.476, 2.568, -5.017], [-4.006, 1.208, -2.529], [-3.155, 2.139, -3.799], [-4.198, 4.230, -3.273], [-5.674, 3.447, -2.610], [-4.470, 2.600, -0.586], [-4.609, 4.387, -0.578], [-2.129, 2.602, -1.313], [-2.351, 3.517, 0.220], [-0.826, 4.388, -2.110], [-2.437, 5.069, -2.483], [-0.883, 6.727, -1.365], [-2.442, 6.612, -0.498], [-0.875, 4.754, 1.046], [-1.032, 6.512, 1.342], [1.164, 6.868, 1.030], [1.141, 6.307, -0.689], [2.825, 5.004, 0.396], [1.918, 4.790, 1.931], [2.073, 3.034, -0.469], [0.319, 3.406, -0.242], [2.163, 2.613, 2.132], [1.514, 1.323, 1.060], [-0.988, 2.309, 1.663], [-0.102, 3.409, 2.773], [0.012, 1.920, 4.450], [1.002, 0.830, 3.428], [-1.009, -0.440, 4.360], [-2.093, 0.934, 4.009], [-2.754, -0.553, 2.310], [-1.528, 0.312, 1.323], [0.831, -1.234, 3.172], [2.400, -3.543, 4.000], [3.040, -4.300, 2.438], [4.572, -2.643, 2.548], [4.446, -0.439, 3.664], [3.829, -1.659, 4.820], [2.674, -0.514, 3.901], [2.507, -0.649, 1.359], [4.200, -0.943, 0.842], [2.869, -2.159, 0.472], [-2.558, -2.626, 0.625], [0.648, -7.543, -1.344], [0.236, -6.214, -3.542], [-1.212, -6.579, -2.565], [-0.549, -4.872, -2.572], [3.379, -8.819, 2.733], [3.679, -9.780, 3.868], [5.143, -9.491, 4.147], [5.360, -8.112, 3.825], [4.218, -7.613, 3.115], [2.321, -8.583, 2.623], [3.736, -9.238, 1.787], [3.073, -9.521, 4.742], [3.491, -10.825, 3.621], [5.796, -10.093, 3.506], [5.416, -9.671, 5.189], [3.669, -6.945, 3.788], [4.546, -7.038, 2.248], [1.306, 6.419, -5.531], [2.025, 5.216, -4.954], [1.820, 5.413, -3.463], [0.566, 6.092, -3.301], [0.130, 6.565, -4.583], [1.003, 6.293, -6.570], [1.950, 7.301, -5.467], [1.530, 4.296, -5.281], [3.076, 5.155, -5.235], [2.603, 6.047, -3.035], [1.797, 4.469, -2.914], [-0.715, 5.944, -4.901], [-0.212, 7.598, -4.495]]}



For reference, frontier orbital gap by record: 8.87 7.57 8.88 eV.